(1)
C59H52N8OS4Zr | ωB97M-V/def2-TZVPD

```
! RIJCOSX wB97M-V def2-TZVPD def2/J DEFGRID3
* xyz 2 1
Zr 0.14 0.10 0.07
C -1.85 -0.50 4.27
C -1.63 -0.01 2.98
N -0.44 0.04 2.42
C 0.64 -0.38 3.14
C 0.51 -0.96 4.41
C -0.79 -1.00 4.98
C 1.67 -1.45 5.07
C 2.88 -1.34 4.44
C 3.02 -0.72 3.18
C 1.92 -0.19 2.54
N 1.89 0.48 1.32
C 2.89 1.38 0.96
C 3.96 1.81 1.71
C 4.88 2.75 1.20
C 4.74 3.29 -0.04
C 3.63 2.91 -0.83
C 3.36 3.47 -2.10
C 2.23 3.10 -2.77
C 1.37 2.16 -2.19
N 1.59 1.60 -1.02
C 2.71 1.97 -0.33
H -2.85 -0.50 4.68
H -2.46 0.32 2.36
H -0.92 -1.42 5.97
H 1.58 -1.90 6.05
H 3.77 -1.73 4.93
H 3.99 -0.66 2.72
H 4.10 1.45 2.72
H 5.71 3.05 1.83
H 5.44 4.01 -0.43
H 4.04 4.19 -2.51
H 1.99 3.51 -3.74
H 0.47 1.84 -2.72
N -1.92 -0.73 0.09
S -2.74 -1.92 0.27
N -2.09 -3.24 1.00
S -1.33 -4.40 0.30
N -0.23 -4.13 -0.75
S 1.04 -3.17 -0.38
N 0.77 -1.89 0.30
C 2.13 -4.21 0.57
C 2.26 -3.93 1.92
C 3.08 -4.75 2.69
C 3.74 -5.81 2.11
C 3.60 -6.08 0.75
C 2.79 -5.27 -0.03
C 1.84 -3.05 -1.94
C 2.89 -2.15 -1.98
C 3.57 -1.96 -3.17
C 3.17 -2.66 -4.31
C 2.11 -3.55 -4.25
C 1.43 -3.75 -3.06
C -2.41 -5.51 -0.55
C -2.29 -5.72 -1.91
C -3.18 -6.59 -2.52
C -4.16 -7.23 -1.77
C -4.27 -7.00 -0.40
C -3.39 -6.13 0.22
C -0.75 -5.31 1.70
C -0.87 -4.82 2.99
C -0.38 -5.59 4.04
C 0.24 -6.81 3.78
C 0.37 -7.28 2.48
C -0.13 -6.53 1.43
C -4.10 -1.65 1.39
C -4.84 -0.50 1.15
C -5.91 -0.20 1.97
C -6.24 -1.04 3.03
C -5.49 -2.19 3.26
C -4.42 -2.50 2.44
C -3.55 -2.51 -1.20
C -2.93 -2.24 -2.41
C -3.53 -2.69 -3.58
C -4.73 -3.38 -3.52
C -5.34 -3.64 -2.30
C -4.75 -3.21 -1.12
H 1.75 -3.07 2.35
H 3.19 -4.54 3.74
H 4.39 -6.44 2.71
H 4.14 -6.90 0.30
H 2.68 -5.46 -1.09
H 3.17 -1.59 -1.09
H 4.39 -1.27 -3.22
H 3.69 -2.50 -5.24
H 1.80 -4.08 -5.14
H 0.59 -4.43 -3.01
H -1.53 -5.21 -2.48
H -3.11 -6.77 -3.58
H -4.84 -7.92 -2.25
H -5.03 -7.50 0.18
H -3.45 -5.95 1.29
H -1.34 -3.86 3.17
H -0.47 -5.23 5.05
H 0.62 -7.40 4.60
H 0.85 -8.22 2.29
H -0.04 -6.88 0.41
H -4.57 0.15 0.33
H -6.50 0.69 1.78
H -7.08 -0.80 3.67
H -5.75 -2.84 4.08
H -3.84 -3.40 2.61
H -2.00 -1.69 -2.44
H -3.06 -2.48 -4.53
H -5.20 -3.71 -4.44
H -6.28 -4.17 -2.26
H -5.23 -3.40 -0.17
C -3.15 1.35 -2.53
C -3.01 2.66 -1.77
S -2.49 2.39 -0.08
O -1.03 1.93 -0.21
C -2.29 4.09 0.48
C -3.62 4.81 0.66
H -3.48 1.56 -3.54
H -3.89 0.70 -2.06
H -2.20 0.82 -2.58
H -3.97 3.19 -1.69
H -2.27 3.33 -2.22
H -1.63 4.57 -0.24
H -1.75 3.99 1.42
H -4.13 4.96 -0.29
H -3.44 5.78 1.10
H -4.28 4.26 1.33
N -0.06 -0.75 -3.34
C 0.05 -0.48 -2.22
*
```

ΔE to the lowest compared entry with this formula, charge and spin: 0.00 kJ/mol
Kohn-Sham gap: 6.90 eV

(2)
C12H14N2O | ωB97M-V/def2-TZVPD

```
! RIJCOSX wB97M-V def2-TZVPD def2/J DEFGRID3
* xyz 0 1
C -3.03 -1.87 -1.45
C -1.53 -1.61 -1.24
C -0.68 -1.50 -2.36
C 0.67 -1.15 -2.17
C 1.66 -1.13 -3.30
C 1.11 -0.87 -0.87
C 0.23 -0.84 0.27
C 0.66 -0.37 1.72
O -0.24 0.53 2.44
N 0.13 1.90 2.67
C 0.54 2.71 1.66
C 0.82 3.94 2.21
N 0.83 3.76 3.56
C 0.38 2.58 3.84
C -1.08 -1.31 0.07
H -3.68 -1.03 -1.18
H -3.25 -2.77 -0.87
H -3.33 -2.01 -2.48
H -1.20 -1.76 -3.33
H 1.13 -0.83 -4.19
H 2.53 -0.57 -3.08
H 2.08 -2.15 -3.27
H 2.16 -0.85 -0.75
H 1.58 0.20 1.58
H 0.94 -1.15 2.42
H 0.70 2.42 0.53
H 1.35 4.82 1.71
H 0.33 2.21 4.92
H -1.78 -1.28 0.93
*
```

ΔE to the lowest compared entry with this formula, charge and spin: 459.45 kJ/mol
Kohn-Sham gap: 9.59 eV
SMILES: Cc1cc(C)cc(COn2ccnc2)c1

(3)
C3H7N5 | ωB97M-V/def2-TZVPD

```
! RIJCOSX wB97M-V def2-TZVPD def2/J DEFGRID3
* xyz 0 1
H -1.89 0.90 -1.98
N -1.22 1.15 -1.27
C -0.89 0.19 -0.50
N -1.19 -1.14 -0.67
N -0.03 0.51 0.56
N 0.50 1.83 0.55
C 0.82 -0.42 1.20
C 1.84 -1.24 0.24
N 2.59 -1.70 -0.50
H -1.08 -1.78 0.10
H -1.94 -1.34 -1.30
H 1.05 1.97 -0.29
H -0.30 2.47 0.49
H 0.39 -1.47 1.38
H 1.36 0.07 2.01
*
```

ΔE to the lowest compared entry with this formula, charge and spin: 186.12 kJ/mol
Kohn-Sham gap: 9.96 eV
SMILES: [H]/N=C(\N)N(N)CC#N

(4)
C3H3NO2 | ωB97M-V/def2-TZVPD

```
! RIJCOSX wB97M-V def2-TZVPD def2/J DEFGRID3
* xyz 0 1
O -2.48 0.91 0.62
C -1.86 0.02 0.05
O -1.76 -0.99 -0.57
C 1.23 -0.35 -0.25
C 0.37 0.65 0.40
N 0.18 1.64 1.03
H 1.02 -1.34 0.17
H 0.99 -0.41 -1.31
H 2.30 -0.13 -0.14
*
```

ΔE to the lowest compared entry with this formula, charge and spin: 131.54 kJ/mol
Kohn-Sham gap: 11.23 eV
SMILES: O=C=O.CC#N

(5)
C15H12Cl3IrN2O3 | ωB97M-V/def2-TZVPD

```
! RIJCOSX wB97M-V def2-TZVPD def2/J DEFGRID3
* xyz 1 6
Ir 0.82 -0.48 -1.78
O -3.75 0.36 -2.32
C -4.01 0.49 -1.01
C -5.35 0.55 -0.65
C -5.70 0.72 0.67
C -4.73 0.83 1.68
C -3.41 0.77 1.34
C -3.01 0.58 -0.01
C -1.62 0.47 -0.33
O -1.23 0.21 -1.52
N -0.71 0.63 0.68
N 0.52 0.40 0.26
C 1.44 0.76 1.16
C 2.81 0.69 1.02
C 3.62 1.11 2.13
C 4.96 1.09 2.06
C 5.58 0.65 0.85
C 4.86 0.25 -0.24
C 3.45 0.27 -0.19
O 2.80 -0.10 -1.25
H -2.79 0.36 -2.47
H -6.09 0.48 -1.44
H -6.75 0.77 0.93
H -5.03 0.97 2.71
H -2.65 0.86 2.10
H 1.04 1.16 2.09
H 3.12 1.44 3.03
H 5.56 1.40 2.90
H 6.66 0.63 0.80
H 5.33 -0.07 -1.16
Cl 0.85 0.37 -3.86
Cl 2.20 -3.01 -1.61
C 0.67 -3.90 -1.66
Cl -0.69 -2.76 -1.42
H 0.66 -4.61 -0.85
H 0.56 -4.36 -2.63
*
```

Kohn-Sham gap (alpha / beta): 7.45 / 5.36 eV

(6)
C23H18Cl2MnN6O6S | ωB97M-V/def2-TZVPD

```
! RIJCOSX wB97M-V def2-TZVPD def2/J DEFGRID3
* xyz 1 5
Mn 0.01 -0.47 0.17
O 3.90 0.52 4.30
C 2.70 0.44 4.86
O 2.53 0.47 6.05
C 1.51 0.33 3.96
C 0.22 0.27 4.44
N -0.60 0.18 3.38
N 0.08 0.18 2.23
C 1.36 0.25 2.57
C 2.34 0.14 1.45
O 3.53 0.28 1.62
O 1.79 -0.05 0.27
H 3.86 0.47 3.32
H -0.13 0.30 5.46
H -1.61 0.08 3.38
N 0.08 1.46 -3.66
C 0.16 0.21 -4.25
C 0.28 -0.15 -5.59
C 0.34 -1.50 -5.85
C 0.29 -2.44 -4.81
C 0.17 -2.08 -3.49
C 0.10 -0.71 -3.21
N -0.02 -0.01 -1.99
C -0.01 1.27 -2.33
C -0.10 2.32 -1.32
C 0.04 3.67 -1.45
S -0.11 4.40 0.08
C -0.32 2.87 0.80
N -0.30 1.87 -0.04
H 0.12 2.35 -4.13
H 0.32 0.59 -6.38
H 0.44 -1.83 -6.87
H 0.35 -3.49 -5.06
H 0.14 -2.82 -2.71
H 0.23 4.25 -2.33
H -0.46 2.75 1.86
N -2.06 -0.63 0.00
C -2.96 -1.32 0.93
C -2.47 -2.01 2.03
C -3.36 -2.65 2.89
C -4.72 -2.60 2.65
C -5.20 -1.91 1.54
C -4.32 -1.27 0.68
H -2.08 -1.11 -0.89
H -2.43 0.30 -0.16
H -1.40 -2.08 2.21
H -2.97 -3.19 3.74
H -5.41 -3.10 3.31
H -6.26 -1.88 1.34
H -4.69 -0.75 -0.19
Cl -0.94 -5.36 0.21
C 0.60 -4.52 0.39
Cl 1.73 -4.90 -0.92
C 0.36 -3.02 0.40
O 0.71 -2.35 1.39
O -0.19 -2.46 -0.60
H 1.05 -4.83 1.33
*
```

ΔE to the lowest compared entry with this formula, charge and spin: 96.52 kJ/mol
Kohn-Sham gap (alpha / beta): 6.96 / 8.31 eV